This record from the Open Molecules 2025 dataset describes C5H4BrI in the gas phase. The level of theory is ωB97M-V with the def2-TZVPD basis set.

Last column: natural (NBO) charge in e.
CARTESIAN COORDINATES (ANGSTROEM)
Br  -2.75201  -0.60171  -0.84688  0.0937
C  -0.93700  -0.28923  -0.40425  -0.0728
C  -0.53344  1.06460  0.03184  -0.2206
I  -1.69253  2.79839  0.33874  0.1871
C  0.82674  1.00287  0.34299  -0.2641
C  1.29583  -0.28715  0.31696  -0.1714
C  0.18368  -1.21246  -0.21039  -0.5320
H  1.29958  1.95132  0.71048  0.2368
H  2.17943  -0.69965  0.54456  0.2082
H  0.35419  -1.75591  -1.22006  0.2679
H  -0.22448  -1.97107  0.39600  0.2671

Forces on atoms 1 to 3 (eV/Å):
0.733 -0.391 0.037
-0.612 5.890 1.373
-3.061 -4.114 -2.023

Properties
ΔE to the lowest compared entry with this formula, charge and spin in eV: 0.000
Structure (SMILES): BrC1=C(I)C=CC1
HOMO level in eV: -8.13
Gap between HOMO and LUMO in eV: 8.4

***

This record from the Open Molecules 2025 dataset describes 13 unconnected molecules or ions with the total composition C4H32O13S2. The level of theory is ωB97M-V with the def2-TZVPD basis set.

Last column: natural (NBO) charge in e.
CARTESIAN COORDINATES (ANGSTROEM)
C  -0.08814  -1.38970  -1.15760  -0.5583
C  1.15628  -1.17614  -1.97228  0.4678
O  2.11744  -1.89263  -1.98956  -0.5290
C  0.18060  -2.28042  0.07898  -0.5481
S  -0.23498  -1.44578  1.60573  0.0743
S  -1.99916  -0.64695  2.05570  0.1016
C  -2.99301  -1.57489  3.14369  -0.8387
H  -0.44617  -0.40814  -0.74523  0.2546
H  -0.95579  -1.81042  -1.76479  0.2515
H  1.06783  -0.34071  -2.69444  0.1028
H  1.28837  -2.24804  0.33324  0.2647
H  -0.28717  -3.23011  -0.09526  0.2008
H  -2.34719  -1.85737  3.98344  0.2365
H  -3.40803  -2.36653  2.49692  0.2382
H  -3.62800  -0.99673  3.90076  0.2680
H  2.61537  0.95308  0.88357  0.4763
H  3.17568  2.09397  -0.02798  0.4884
O  3.27497  1.16586  0.21775  -0.9865
H  -3.73781  -0.54890  -0.68541  0.4804
H  -3.01046  -0.27020  -2.00881  0.5052
O  -3.46810  0.12359  -1.29392  -0.9698
H  -0.62641  3.46972  -1.82577  0.4543
H  -1.81761  2.90062  -1.16601  0.5085
O  -0.91146  2.63988  -1.54853  -0.9581
H  -0.04391  2.58498  -3.62030  0.4688
H  0.59058  2.99139  -4.89900  0.4794
O  0.18109  2.22256  -4.42723  -0.9486
H  2.37581  1.30250  3.43814  0.4806
H  1.13101  0.44646  3.73706  0.4781
O  1.69132  0.81040  2.99392  -0.9439
H  -1.66109  -0.10780  -4.70265  0.4857
H  -0.64573  0.31284  -3.62556  0.4901
O  -1.45962  -0.23603  -3.73889  -0.9739
H  0.70223  2.49659  3.50738  0.4764
H  -0.13861  3.75434  3.40204  0.4681
O  0.78955  3.47123  3.32836  -0.9583
H  1.84781  3.57592  0.49940  0.4901
H  1.42443  3.04358  -0.86729  0.4816
O  2.13714  3.55001  -0.43202  -0.9514
H  -2.10463  -3.65880  -1.38761  0.4709
H  -2.08764  -3.59085  0.15557  0.4633
O  -2.71787  -3.59015  -0.54591  -0.9279
H  3.22913  -2.74357  2.58928  0.4680
H  4.57801  -2.26035  1.98480  0.4769
O  3.90435  -2.08874  2.67807  -0.9390
H  4.73467  -2.27320  -1.07016  0.4936
H  4.23323  -2.07631  0.42267  0.4661
O  4.91491  -2.53228  -0.14134  -0.9632
H  -4.70219  2.05463  0.81638  0.4561
H  -3.91055  1.41992  -0.15711  0.4875
O  -3.91052  2.25766  0.33782  -0.9607

Forces on atoms 1 to 3 (eV/Å):
-0.880 0.123 1.103
-0.889 -0.007 -1.212
0.262 -0.067 0.451

Properties
HOMO level in eV: -9.08
Gap between HOMO and LUMO in eV: 9.1

***

This record from the Open Molecules 2025 dataset describes 3 unconnected molecules or ions with the total composition C4H8O3. The level of theory is ωB97M-V with the def2-TZVPD basis set.

Last column: natural (NBO) charge in e.
CARTESIAN COORDINATES (ANGSTROEM)
O  -1.40810  1.41694  0.24007  -0.4651
C  -1.96071  0.43310  0.77386  0.2076
C  -2.23757  0.13555  2.11381  -0.2908
C  2.50550  -0.13499  0.39118  -0.2942
C  1.78654  0.61006  -0.52707  0.1928
O  1.70464  0.22219  -1.74891  -0.5387
H  -1.76766  -0.51943  0.20147  0.1748
H  -2.51648  -0.92603  2.26136  0.2100
H  -1.75620  0.74036  2.94116  0.2175
H  3.02068  -1.04303  -0.00163  0.2145
H  2.61198  0.09824  1.45623  0.2032
H  0.98061  1.34809  -0.31299  0.1896
H  -0.31754  -1.31252  -3.23063  0.4678
H  0.06077  -0.23444  -2.08694  0.4952
O  -0.70646  -0.83408  -2.47095  -0.9842

Forces on atoms 1 to 3 (eV/Å):
-1.174 -0.125 1.028
2.829 -0.349 -1.773
0.967 -0.106 1.144

Properties
ΔE to the lowest compared entry with this formula, charge and spin in eV: 8.475
HOMO level in eV: -7.72
Gap between HOMO and LUMO in eV: 3.1

***

This record from the Open Molecules 2025 dataset describes a molecular structure, C33H38CaN4S. The level of theory is ωB97M-V with the def2-TZVPD basis set.

Last column: Löwdin charge in e.
CARTESIAN COORDINATES (ANGSTROEM)
Ca  -0.55788  -0.43451  0.18671  1.1036
N  0.44495  -2.96886  2.37337  0.0683
N  0.16978  -2.31837  -1.63605  -0.0612
C  0.66304  1.94816  -0.35459  -0.3068
C  1.72947  1.05535  -0.04583  -0.3100
C  1.62299  0.70482  1.32946  -0.3151
C  2.48478  -0.25027  2.07381  -0.0762
H  3.39351  -0.48182  1.50263  0.0652
H  1.96662  -1.20345  2.29114  0.0409
H  2.79102  0.18166  3.03917  0.0699
C  0.50607  1.39244  1.87635  -0.3197
C  0.08945  1.38112  3.30161  -0.0651
H  0.57601  2.18962  3.87327  0.0734
H  0.35502  0.43388  3.79106  0.0693
H  -0.99470  1.51863  3.40368  0.0657
C  -0.09469  2.15393  0.83514  -0.3230
C  -1.28563  3.02588  0.98744  -0.0793
H  -2.12730  2.47891  1.44240  0.0413
H  -1.62675  3.40560  0.01664  0.0628
H  -1.06853  3.89717  1.62686  0.0728
C  2.80974  0.63962  -0.97555  -0.0723
H  3.67827  1.31728  -0.90125  0.0738
H  2.47636  0.66096  -2.02301  0.0545
H  3.16431  -0.37691  -0.75540  0.0593
C  0.44092  2.60836  -1.66628  -0.0577
H  -0.62235  2.83146  -1.83325  0.0621
H  0.77135  1.96786  -2.49541  0.0627
H  0.99648  3.55922  -1.74543  0.0760
C  -0.18826  -3.61645  3.35762  -0.1788
H  0.27073  -3.60572  4.35814  0.1010
C  -1.39842  -4.30545  3.16883  -0.1191
H  -1.87905  -4.80598  4.00571  0.0834
C  -1.96889  -4.31446  1.89639  -0.0929
H  -2.92966  -4.79458  1.70822  0.1007
C  -1.28023  -3.72608  0.83768  -0.0535
H  -1.64721  -3.71700  -0.19077  0.1002
C  -0.02583  -3.08874  1.07899  -0.3970
C  0.77451  -2.42157  0.09541  -0.0941
H  1.84945  -2.64351  0.05469  0.0785
C  -0.46864  -1.23610  -2.05724  -0.1892
C  0.46176  -3.16488  -2.67105  -0.1219
H  0.90979  -4.11927  -2.50080  0.0971
C  0.16234  -2.52741  -3.81344  -0.0928
H  0.26263  -2.77561  -4.85927  0.0871
N  -0.38440  -1.26812  -3.42106  -0.0300
C  -0.53607  -0.12571  -4.21648  -0.1638
C  0.51496  0.25251  -5.07031  -0.2046
C  0.33272  1.41468  -5.84777  -0.1123
H  1.09927  1.68573  -6.56626  0.0550
C  -0.81577  2.18912  -5.70134  -0.2925
C  -1.03329  3.36983  -6.60040  -0.2287
H  -1.57366  4.16113  -6.06790  0.0561
H  -1.62976  3.08802  -7.48106  0.0488
H  -0.07073  3.75606  -6.95325  0.0356
C  -1.79040  1.85350  -4.76088  -0.0363
H  -2.68374  2.45900  -4.64411  0.1021
C  -1.64957  0.69459  -3.97374  -0.2056
C  -2.69705  0.37470  -2.96025  -0.0731
H  -2.81957  -0.69931  -2.78544  0.0722
H  -3.65923  0.77040  -3.31288  0.0749
H  -2.51911  0.86152  -1.98516  0.0625
C  1.80589  -0.49176  -5.13076  -0.1769
H  1.68703  -1.51854  -5.49296  0.0290
H  2.34295  -0.52506  -4.16979  0.0754
H  2.46684  0.02211  -5.83669  0.0313
S  -3.21502  -0.23563  0.90859  0.4777
C  -3.43710  -0.38525  2.59690  -0.7870
N  -4.63140  0.07183  3.11729  -0.0337
C  -4.94092  0.02890  4.44854  -0.1678
C  -4.03586  -0.52384  5.33562  -0.1502
C  -2.81145  -1.01015  4.85370  -0.1581
C  -2.52127  -0.95076  3.49380  -0.1676
H  -5.30272  0.45548  2.45297  0.1092
H  -5.90691  0.44657  4.72270  0.0861
H  -4.28488  -0.57832  6.39312  0.0803
H  -2.08097  -1.43894  5.54020  0.0776
H  -1.60062  -1.36931  3.08208  0.0703

Forces on atoms 1 to 3 (eV/Å):
0.131 1.747 0.777
0.007 -0.732 -0.322
0.299 -1.524 3.725

Properties
ΔE to the lowest compared entry with this formula, charge and spin in eV: 0.000
Total charge: -2
HOMO level (alpha / beta) in eV: -0.15 / 2.66
Gap between HOMO and LUMO (alpha / beta) in eV: 4.5 / 1.7

***

no.,M (Da),largest force on an atom (eV Å⁻¹),E_tot (eV)
1,270.89,6.1,-83390.83828
2,352.42,3.6,-52953.07285
3,104.10,3.5,-10412.52813
4,562.84,4.0,-70069.79480